--- w ---
This record from the Open Molecules 2025 dataset describes the ion C4H11N2S with charge -1. The level of theory is ωB97M-V with the def2-TZVPD basis set.

The geometry in XYZ format:
```
18
Properties=species:S:1:pos:R:3:mulliken_charge:R:1
N 0.340 -0.105 1.976 -0.59
C 1.523 -0.099 1.149 -0.62
N 1.420 -0.729 -0.151 -0.39
C 0.600 -0.148 -1.215 -0.57
C -0.926 -0.316 -1.069 -0.70
C -1.733 0.838 -0.432 -0.89
S -3.308 0.257 0.303 -0.66
H 0.070 -1.038 2.178 0.25
H -0.496 0.373 1.655 0.24
H 1.845 0.909 1.116 0.41
H 2.243 -0.653 1.766 0.38
H 2.348 -0.828 -0.529 0.19
H 0.807 0.927 -1.313 0.28
H 0.902 -0.719 -2.070 0.40
H -1.074 -1.193 -0.464 0.31
H -1.393 -0.419 -2.044 0.40
H -1.218 1.356 0.366 0.26
H -1.951 1.587 -1.221 0.29
```

As for the gap between HOMO and LUMO: 0.2183 hartree. Its molar mass is 119.2 u. Its LUMO energy is 0.13123 Ha. Its net charge is -1.

=====

--- x ---
This record from the Open Molecules 2025 dataset describes a structure of composition C4H11N2S. The level of theory is ωB97M-V with the def2-TZVPD basis set.

The geometry in XYZ format:
```
18
Properties=species:S:1:pos:R:3:mulliken_charge:R:1
N -2.330 0.632 -0.479 -0.74
C -0.704 0.565 0.090 0.09
C 0.199 1.679 0.722 -0.84
S 1.769 1.215 1.522 -0.61
C -0.046 -0.247 -1.057 -0.94
N 1.185 -0.988 -0.798 -0.44
C 1.004 -2.010 0.235 -0.80
H -2.792 1.056 0.332 0.26
H -1.434 1.368 -0.655 0.30
H -0.857 -0.121 0.928 0.30
H 0.420 2.384 -0.111 0.24
H -0.382 2.204 1.474 0.28
H 0.136 0.432 -1.902 0.35
H -0.840 -0.943 -1.363 0.36
H 1.823 -0.308 -0.373 0.26
H 0.580 -1.626 1.162 0.30
H 1.944 -2.514 0.442 0.32
H 0.324 -2.776 -0.169 0.31
```

As for the gap between HOMO and LUMO: 0.2573 hartree. Its molar mass is 119.2 u. Its LUMO energy is 0.14873 Ha. Its net charge is -1.

=====

Calculated relative energies: w 0.0; x 59.7, given in kcal/mol

=====

--- w ---
This record from the Open Molecules 2025 dataset describes an isolated molecule of C2H2N4O2. The level of theory is ωB97M-V with the def2-TZVPD basis set.

The geometry in XYZ format:
```
10
Properties=species:S:1:pos:R:3:mulliken_charge:R:1
N 1.444 -0.899 -0.002 -0.49
C 0.167 -0.340 0.165 0.56
N -0.711 -1.228 0.369 -0.37
N -1.976 -0.698 -0.098 -0.07
N -2.408 0.435 -0.125 0.08
O -1.265 1.570 0.241 -0.37
C 0.044 1.182 0.005 0.55
O 0.840 2.040 0.055 -0.45
H 1.574 -1.903 -0.191 0.28
H 2.290 -0.159 -0.418 0.31
```

As for the gap between HOMO and LUMO: 0.3544 hartree. Its molar mass is 114.1 u. Its LUMO energy is -0.03045 Ha. Its net charge is 0.

=====

--- x ---
This record from the Open Molecules 2025 dataset describes an isolated molecule of C2H2N4O2. The level of theory is ωB97M-V with the def2-TZVPD basis set.

The geometry in XYZ format:
```
10
Properties=species:S:1:pos:R:3:mulliken_charge:R:1
O 2.602 -0.908 -0.421 -0.47
C 1.549 -0.326 -0.084 0.49
N 1.256 1.119 0.183 -0.16
N 0.171 1.658 -0.014 -0.14
N -1.018 1.014 -0.433 -0.05
C -1.101 -0.402 -0.091 0.42
O -2.108 -1.168 -0.167 -0.52
N 0.258 -0.802 0.425 -0.23
H -1.903 1.617 0.081 0.37
H 0.295 -1.802 0.521 0.29
```

As for the gap between HOMO and LUMO: 0.3427 hartree. Its molar mass is 114.1 u. Its LUMO energy is -0.02705 Ha. Its net charge is 0.

=====

Calculated relative energies: w 28.4; x 0.0, given in kcal/mol

=====

--- w ---
This record from the Open Molecules 2025 dataset describes a structure of composition C3H5ClSi. The level of theory is ωB97M-V with the def2-TZVPD basis set.

The geometry in XYZ format:
```
10
Properties=species:S:1:pos:R:3:mulliken_charge:R:1
C 2.938 -0.355 0.090 0.23
C 1.821 0.076 0.012 -0.90
C -1.444 -0.571 -0.191 -0.46
Si -0.389 1.003 0.018 0.44
Cl -3.119 -0.052 0.163 -0.18
H 3.886 -0.658 0.520 0.33
H -1.032 -1.361 0.527 0.29
H -1.234 -0.932 -1.249 0.30
H -0.824 1.692 -1.319 -0.01
H -0.604 1.156 1.429 -0.03
```

As for the gap between HOMO and LUMO: 0.3679 hartree. Its molar mass is 104.6 u. Its LUMO energy is -0.00068 Ha. Its net charge is 0.

=====

--- x ---
This record from the Open Molecules 2025 dataset describes a cluster of 2 separate species, C3H5ClSi in total. The level of theory is ωB97M-V with the def2-TZVPD basis set.

The geometry in XYZ format:
```
10
Properties=species:S:1:pos:R:3:mulliken_charge:R:1
C 1.086 0.445 1.664 -0.51
C 0.998 1.594 1.740 -0.30
C -0.985 -0.448 -1.256 -0.10
Si 0.021 -0.175 -2.973 0.21
Cl -2.276 0.744 -1.191 -0.19
H 0.817 -0.555 1.833 0.41
H -0.408 -0.339 -0.260 -0.14
H -1.381 -1.506 -1.120 0.30
H 1.205 2.618 1.601 0.38
H -1.069 -0.288 -3.925 -0.06
```

As for the gap between HOMO and LUMO: 0.2762 hartree. Its molar mass is 104.6 u. Its LUMO energy is -0.03677 Ha. Its net charge is 0.

=====

--- y ---
This record from the Open Molecules 2025 dataset describes an isolated molecule of C3H5ClSi. The level of theory is ωB97M-V with the def2-TZVPD basis set.

The geometry in XYZ format:
```
10
Properties=species:S:1:pos:R:3:mulliken_charge:R:1
C -2.206 1.691 -0.081 0.27
C -1.668 0.621 0.089 -0.85
Si -0.170 -0.736 0.619 0.54
C 1.275 -0.489 -0.559 -0.53
Cl 2.403 0.774 0.040 -0.19
H -2.626 2.577 -0.458 0.38
H -0.756 -1.960 0.337 -0.13
H 0.563 -0.825 2.034 -0.07
H 1.229 -0.191 -1.536 0.36
H 1.956 -1.463 -0.485 0.23
```

As for the gap between HOMO and LUMO: 0.4022 hartree. Its molar mass is 104.6 u. Its LUMO energy is 0.02092 Ha. Its net charge is 0.

=====

Calculated relative energies: w 26.4; x 44.8; y 0.0, given in kcal/mol